No. 1
Molecular formula: CH2NO4
Method: DFT, wB97M-V/def2-TZVPD

The geometry in XYZ format:
```
8
Properties=species:S:1:pos:R:3:mulliken_charge:R:1
O -0.467 1.387 -0.841 -0.321
O 0.413 -1.450 0.990 -0.679
O 1.443 0.254 -0.362 -0.493
O -1.571 -0.571 0.275 -0.657
N 0.267 0.881 0.199 -0.115
C -0.417 -0.619 0.585 0.591
H -1.118 0.688 -1.102 0.296
H 1.449 -0.570 0.256 0.378
```

Properties
- gap between HOMO and LUMO (eV) = 8.14
- SMILES = O=C([O-])N(O)O
- relative energy (zero: lowest compared OMol25 entry of this formula, charge and spin) (kJ/mol) = 17.58
- E (Eh) = -394.99161
- total charge = -1

No. 2
Molecular formula: CH2NO4
Method: DFT, wB97M-V/def2-TZVPD

The geometry in XYZ format:
```
8
Properties=species:S:1:pos:R:3:mulliken_charge:R:1
O -0.060 -0.443 -2.332 -0.122
O -0.494 0.773 1.200 -0.569
O 0.240 -1.636 0.745 -0.221
O 1.672 -0.213 -0.143 -0.181
N 0.916 -0.869 0.356 1.355
C -0.710 0.110 -3.083 0.117
H -0.533 1.685 1.241 0.294
H -1.031 0.595 2.016 0.328
```

Properties
- gap between HOMO and LUMO (eV) = 9.83
- relative energy (zero: lowest compared OMol25 entry of this formula, charge and spin) (kJ/mol) = 0.00
- E (Eh) = -394.56416
- total charge = +1

No. 3
Molecular formula: CH2NO4
Method: DFT, wB97M-V/def2-TZVPD

The geometry in XYZ format:
```
8
Properties=species:S:1:pos:R:3:mulliken_charge:R:1
O -1.256 -2.066 -0.687 -0.315
O -1.888 -0.402 -2.011 -0.303
O -0.153 0.060 -0.593 -0.343
O 0.145 -0.028 0.778 0.104
N -1.372 -1.073 -1.235 1.242
C 1.036 0.578 1.219 -0.098
H 1.900 2.182 0.382 0.279
H 1.588 0.751 2.147 0.435
```

Properties
- gap between HOMO and LUMO (alpha / beta) (eV) = 9.48 / 9.63
- relative energy (zero: lowest compared OMol25 entry of this formula, charge and spin) (kJ/mol) = 788.72
- E (Eh) = -394.26375
- total charge = +1

No. 4
Molecular formula: CH2NO4P
Method: DFT, wB97M-V/def2-TZVPD

The geometry in XYZ format:
```
9
Properties=species:S:1:pos:R:3:mulliken_charge:R:1
P 0.816 0.183 -1.736 0.952
O -0.285 0.851 -2.517 -0.693
O 2.046 1.050 -1.534 -0.697
O 0.837 -1.332 -1.728 -0.682
O -1.417 -0.496 2.551 -0.740
N -0.502 0.386 0.713 -0.411
C -0.630 -0.518 1.630 -0.144
H 0.109 -1.319 1.615 0.329
H -0.974 1.196 1.006 0.086
```

Properties
- gap between HOMO and LUMO (eV) = 7.42
- relative energy (zero: lowest compared OMol25 entry of this formula, charge and spin) (kJ/mol) = 106.32
- E (Eh) = -736.45336
- total charge = -2

No. 5
Molecular formula: CH2NO4S
Method: DFT, wB97M-V/def2-TZVPD

The geometry in XYZ format:
```
9
Properties=species:S:1:pos:R:3:mulliken_charge:R:1
S -1.670 -0.287 -0.370 0.526
O -2.259 0.224 0.868 -0.560
O 1.654 1.012 -1.370 -0.569
O 1.115 1.873 0.575 -0.561
O -1.898 -1.692 -0.523 -0.523
N 1.084 0.982 -0.264 0.830
C 0.394 -0.139 0.170 -0.714
H 1.235 -1.477 -0.278 0.198
H 0.344 -0.496 1.193 0.373
```

Properties
- gap between HOMO and LUMO (eV) = 7.75
- relative energy (zero: lowest compared OMol25 entry of this formula, charge and spin) (kJ/mol) = 590.49
- E (Eh) = -793.07139
- total charge = -1

No. 6
Molecular formula: CH2O2P
Method: DFT, wB97M-V/def2-TZVPD

The geometry in XYZ format:
```
6
Properties=species:S:1:pos:R:3:mulliken_charge:R:1
P 2.315 -0.055 0.453 -0.026
O 1.133 -1.355 -0.219 -0.418
O 3.072 0.669 -0.585 -0.543
C 0.438 -0.194 0.005 -0.298
H 0.149 0.246 -0.898 0.187
H -0.632 -0.121 0.870 0.098
```

Properties
- gap between HOMO and LUMO (eV) = 7.91
- relative energy (zero: lowest compared OMol25 entry of this formula, charge and spin) (kJ/mol) = 149.33
- E (Eh) = -531.14224
- total charge = -1

No. 7
Molecular formula: CH2O2S
Method: DFT, wB97M-V/def2-TZVPD

The geometry in XYZ format:
```
6
Properties=species:S:1:pos:R:3:mulliken_charge:R:1
S 1.507 -0.498 0.340 -0.029
O 0.155 -0.929 -0.410 -0.261
O -2.181 -0.024 0.339 -0.349
C -1.014 0.010 0.045 0.381
H 1.812 0.454 -0.455 0.141
H -0.279 0.989 0.140 0.117
```

Properties
- gap between HOMO and LUMO (eV) = 10.29
- SMILES = O=COS
- relative energy (zero: lowest compared OMol25 entry of this formula, charge and spin) (kJ/mol) = 262.50
- E (Eh) = -587.88680
- total charge = 0

No. 8
Molecular formula: CH2O3
Method: DFT, wB97M-V/def2-TZVPD

The geometry in XYZ format:
```
6
Properties=species:S:1:pos:R:3:mulliken_charge:R:1
O 0.409 -1.163 0.535 -0.511
O 0.741 1.402 -0.256 -0.290
O -0.518 0.688 -0.438 -0.151
C -0.565 -0.570 0.079 0.245
H -1.489 -1.172 0.041 0.369
H 1.422 0.815 0.039 0.338
```

Properties
- gap between HOMO and LUMO (eV) = 11.87
- SMILES = O=COO
- relative energy (zero: lowest compared OMol25 entry of this formula, charge and spin) (kJ/mol) = 369.56
- E (Eh) = -264.91542
- total charge = 0